Molecular formula: C5H5F
Method: DFT, ωB97M-V with the def2-TZVPD basis set

Last column: Mulliken charge in e.
Element x y z (Å)
F1 -2.57214 -0.16400 -0.07885  -0.275
C1 -1.22312 0.12402 -0.03487  0.553
C2 -0.53768 1.21553 0.04043  -0.805
C3 0.97676 0.63117 -0.07940  -0.186
C4 0.88440 -0.89987 -0.08357  -0.470
C5 -0.45912 -1.16680 0.08605  -0.563
H1 -1.03538 2.08819 0.16333  0.475
H2 1.44501 0.63981 1.00738  0.182
H3 1.62055 0.99247 -0.97192  0.327
H4 1.89650 -1.38605 -0.02169  0.352
H5 -0.99580 -2.07446 -0.02689  0.411

Forces on the atoms, in the same order (eV/Å):
0.77 1.40 0.19
-1.32 -5.33 0.60
3.62 -2.48 -0.99
0.17 0.57 1.67
-1.88 1.31 0.45
2.13 1.27 -1.99
-0.40 3.18 0.07
-0.22 1.22 -2.16
-0.98 -0.08 1.92
-1.71 -0.19 -0.26
-0.17 -0.87 0.51

Summary:
gap between HOMO and LUMO: 0.374 Eh
LUMO: 0.039 Ha



Molecular formula: C5H5F3
Method: DFT, ωB97M-V with the def2-TZVPD basis set

Last column: Mulliken charge in e.
Element x y z (Å)
F1 2.79623 1.69772 1.32620  -0.232
C1 2.65391 0.87370 0.29296  -0.067
C2 3.13286 -0.33774 0.26793  0.382
F2 4.16945 -0.64628 1.03904  -0.204
F3 2.83112 -1.19937 -0.70620  -0.210
H1 1.98056 1.25076 -0.46406  0.328
C3 -1.50209 -1.07235 -1.30081  -0.571
C4 -1.28236 -0.18970 -0.40918  0.336
C5 -1.34620 0.54234 0.64809  -0.669
H2 -2.55881 -1.34392 -1.69836  0.202
H3 -0.73655 -1.68271 -1.82904  0.234
H4 -1.09526 1.57520 0.43960  0.215
H5 -1.16528 0.29616 1.72308  0.258

Forces on the atoms, in the same order (eV/Å):
0.69 0.22 0.28
-1.86 0.83 -0.52
1.31 0.01 -0.52
-0.62 -1.05 -0.12
0.60 0.21 0.80
-0.14 -0.23 0.07
-1.34 -2.58 -3.18
-0.85 -0.85 1.29
1.85 1.78 1.27
1.74 0.79 1.01
-0.29 0.81 0.57
-0.41 0.49 0.22
-0.67 -0.43 -1.20

Summary:
gap between HOMO and LUMO: 0.391 Eh
LUMO: 0.028 Ha



Molecular formula: C5H5F4NO2
Method: DFT, ωB97M-V with the def2-TZVPD basis set

Last column: Mulliken charge in e.
Element x y z (Å)
C1 2.59196 -1.04529 0.38209  -0.634
O1 1.27984 -0.77237 -0.00532  -0.231
C2 0.69775 0.36680 0.34575  0.296
O2 1.16761 1.14010 1.11699  -0.536
C3 -0.56431 0.57460 -0.47695  0.439
C4 -1.46511 -0.73272 -0.54835  -0.274
N1 -1.14694 -1.97792 -0.37941  -0.204
F1 -2.30247 -2.65549 -0.38433  -0.153
C5 -1.37076 1.76352 0.02786  0.672
F2 -0.76284 2.92574 0.07338  -0.251
F3 -2.37257 1.97343 -0.85648  -0.275
F4 -1.96347 1.56612 1.16835  -0.252
H1 3.27990 -0.16394 0.27645  0.277
H2 2.99499 -1.93800 -0.16729  0.248
H3 2.73572 -1.31365 1.57703  0.249
H4 -0.13347 0.88950 -1.50519  0.302
H5 -2.66586 -0.60043 -0.64457  0.328

Forces on the atoms, in the same order (eV/Å):
2.67 -0.62 3.29
-0.45 -0.65 -0.81
0.45 -0.36 -0.08
0.01 0.67 0.54
0.71 -1.25 -1.05
-2.31 0.30 0.21
1.54 3.45 -0.21
-1.60 -1.58 -0.08
-1.12 0.17 -1.55
1.39 0.41 0.17
-0.59 -0.33 -0.76
-0.24 -0.68 1.77
-0.80 -0.70 -0.29
-0.77 1.04 0.30
-0.87 0.61 -2.92
-1.04 -0.67 1.36
3.01 0.22 0.11

Summary:
gap between HOMO and LUMO: 0.430 Eh
LUMO: 0.019 Ha



Molecular formula: C5H5F6OP
Method: DFT, ωB97M-V with the def2-TZVPD basis set

Last column: Mulliken charge in e.
Element x y z (Å)
C1 -0.32325 -1.77280 -2.41440  -0.883
C2 -0.57778 -0.48281 -2.26577  0.465
F1 -0.19246 0.40721 -3.20836  -0.266
C3 -1.24764 0.05733 -1.06389  0.701
F2 -1.70409 1.24830 -1.36347  -0.284
F3 -2.35765 -0.77068 -0.73090  -0.293
O1 -0.49980 0.09053 0.05080  -0.319
C4 0.82590 0.48375 0.27913  1.046
F4 0.86367 1.88141 0.12926  -0.320
F5 1.66267 -0.00282 -0.72463  -0.283
C5 1.39201 0.01613 1.60816  -0.430
F6 0.98510 -1.29789 1.72554  -0.223
P1 0.50930 1.04916 2.90435  0.098
H1 -0.49408 -2.62265 -1.65640  0.223
H2 -0.05566 -2.12999 -3.30298  0.419
H3 -0.84922 0.96861 3.13302  0.087
H4 0.97167 2.34042 2.90324  0.134
H5 1.09129 0.53679 3.99729  0.124

Forces on the atoms, in the same order (eV/Å):
-1.67 -0.24 3.85
0.82 -1.86 -0.79
-0.57 -0.22 0.51
-0.50 -1.09 -0.19
-0.99 1.42 0.07
1.55 1.29 -0.37
0.54 -0.36 2.06
0.88 0.60 -1.71
0.13 -1.35 0.48
-1.11 0.49 0.74
-1.36 1.92 -0.05
0.03 -0.31 0.40
1.35 -1.75 -2.17
-0.09 2.05 -0.93
1.66 -1.13 -3.57
-0.74 0.40 0.32
-0.16 0.58 -0.17
0.21 -0.44 1.50

Summary:
gap between HOMO and LUMO: 0.334 Eh
LUMO: 0.016 Ha



Molecular formula: C5H5FN
Method: DFT, ωB97M-V with the def2-TZVPD basis set

Last column: Mulliken charge in e.
Element x y z (Å)
C1 1.17135 1.24225 0.04291  -1.077
C2 0.17690 0.18063 -0.09446  0.883
C3 0.29003 -1.09298 0.35110  -0.542
C4 -0.93158 -1.73125 0.20156  -0.067
N1 -1.82891 -0.90026 -0.54970  -0.394
C5 -1.25564 0.26001 -0.70651  0.486
F1 -1.47645 1.29463 -1.45005  -0.129
H1 1.33464 1.97530 -0.74731  0.391
H2 2.08452 0.76624 0.29809  0.356
H3 0.70144 1.94036 0.83612  0.330
H4 1.12404 -1.42431 0.93804  0.409
H5 -1.39033 -2.51062 0.88021  0.355

Forces on the atoms, in the same order (eV/Å):
-1.67 0.84 0.87
0.15 1.00 -0.48
1.25 -0.86 0.43
-2.19 2.49 1.06
-0.18 1.34 -0.99
1.22 -2.66 0.46
-1.05 -1.04 0.50
-0.38 -0.37 -0.54
0.94 0.16 0.67
0.95 -0.96 -0.53
0.20 -0.36 0.00
0.74 0.43 -1.44

Summary:
gap between HOMO and LUMO (alpha / beta): 0.274 / 0.274 Eh
LUMO (alpha / beta): -0.304 / -0.305 Ha
total charge: +1



Molecular formula: C5H5FN2
Method: DFT, ωB97M-V with the def2-TZVPD basis set

Last column: Mulliken charge in e.
Element x y z (Å)
C1 0.93937 0.53500 -0.35291  -0.452
C2 0.87177 2.66365 0.22630  -0.117
C3 -0.33447 0.87313 0.14516  0.075
C4 -2.11775 -1.27425 0.93949  -0.515
C5 -3.03570 -1.38862 0.03730  0.245
N1 -0.29435 2.20254 0.41963  -0.472
N2 1.69331 1.69440 -0.30642  -0.081
F1 -4.19930 -0.75550 -0.16353  -0.136
H1 1.32163 -0.43898 -0.64096  0.371
H2 1.27526 3.68138 0.09570  0.307
H3 -1.97351 -0.34648 1.59636  0.277
H4 -1.31660 -1.99170 1.14147  0.283
H5 2.70413 1.77163 -0.43879  0.216

Forces on the atoms, in the same order (eV/Å):
-1.19 -0.62 0.64
2.94 0.74 -1.94
2.35 0.67 -0.62
2.70 2.17 2.45
-2.72 -0.10 -1.83
-3.13 -0.98 0.95
-0.02 -0.66 0.35
1.69 -0.40 0.39
0.05 0.43 -0.02
-0.84 -0.34 0.83
-0.66 -0.90 -0.60
-0.41 0.08 -0.57
-0.77 -0.09 -0.05

Summary:
gap between HOMO and LUMO (alpha / beta): 0.183 / 0.169 Eh
LUMO (alpha / beta): -0.096 / -0.108 Ha



Energy above the lowest of the compared OMol25 structures with the same formula, charge and spin
In order: 34.7; 62.9; 4.9; 79.7; 93.1; 190.0
Unit: kcal/mol
Electronic energy
In order: -293.2867; -492.9736; -798.1276; -1209.1546; -347.7475; -402.5847
Unit: a.u.